Here is a molecular structure, C64H116N5O27 from the Open Molecules 2025 dataset. Energies are from ωB97M-V/def2-TZVPD.

E_LUMO: -1.3 eV
HOMO energy: -0.3844 Eh
Net charge: +1
Energy relative to the best compared isomer or geometry (same formula, charge and spin): 6.0437 eV

The geometry in XYZ format:
```
212
C64H116N5O27 (ωB97M-V/def2-TZVPD)
C -0.375 -0.247 -3.208
C 0.331 -0.378 -1.882
C -0.709 -0.298 -0.750
N -0.158 -0.228 0.641
C -1.393 -0.064 1.490
C -1.072 0.293 2.925
C -0.225 1.559 2.951
C 1.083 1.412 2.166
C 0.786 1.012 0.716
C 0.610 -1.487 1.014
H -1.145 -1.019 -3.305
H 0.234 -0.289 -4.109
H -0.971 0.667 -3.293
H 1.019 0.462 -1.775
H 0.838 -1.341 -1.809
H -1.375 -1.159 -0.834
H -1.296 0.612 -0.888
H -1.926 0.780 1.052
H -1.973 -0.985 1.451
H -1.990 0.571 3.448
H -0.573 -0.480 3.512
H -0.794 2.394 2.526
H -0.003 1.885 3.970
H 1.719 2.281 2.321
H 1.633 0.576 2.607
H 0.314 1.757 0.074
H 1.669 0.693 0.166
H 1.374 -1.560 0.244
H -0.046 -2.351 1.043
H 1.112 -1.306 1.958
O 6.982 4.644 1.619
C 6.584 5.207 0.638
O 5.508 4.842 -0.055
C 4.778 3.693 0.364
C 3.661 3.346 -0.589
C 7.190 6.463 0.054
H 4.523 3.870 1.410
H 5.392 2.785 0.380
H 3.091 2.473 -0.279
H 4.017 3.195 -1.610
H 2.960 4.184 -0.672
H 7.938 6.320 -0.724
H 7.628 7.105 0.813
H 6.354 6.994 -0.405
O -2.241 -2.779 -5.849
C -2.466 -2.285 -6.924
O -3.148 -1.163 -7.139
C -3.739 -0.463 -6.034
C -4.616 0.605 -6.646
C -2.120 -2.912 -8.261
H -2.952 -0.053 -5.401
H -4.366 -1.055 -5.366
H -4.052 1.119 -7.430
H -4.939 1.359 -5.930
H -5.501 0.205 -7.141
H -1.212 -2.387 -8.575
H -2.924 -2.679 -8.952
H -1.878 -3.968 -8.207
O -2.501 -3.158 0.149
C -2.243 -4.265 0.585
O -1.611 -5.226 -0.046
C -1.252 -5.121 -1.437
C -0.910 -6.516 -1.925
C -2.679 -4.694 1.969
H -0.505 -4.343 -1.595
H -2.095 -4.740 -2.024
H -0.288 -6.427 -2.817
H -1.796 -7.109 -2.121
H -0.235 -6.909 -1.163
H -2.233 -5.640 2.259
H -3.762 -4.830 1.983
H -2.437 -3.905 2.676
O 0.219 1.128 -6.385
C -0.204 1.992 -7.121
O -0.427 1.876 -8.423
C -0.503 0.568 -9.005
C 0.847 -0.140 -9.046
C -0.472 3.388 -6.609
H -0.911 0.703 -10.005
H -1.253 -0.046 -8.503
H 1.684 0.552 -9.003
H 0.944 -0.698 -9.980
H 0.942 -0.863 -8.239
H -0.318 4.075 -7.439
H 0.132 3.640 -5.743
H -1.516 3.407 -6.289
O -3.741 0.346 -2.940
C -4.005 -0.620 -2.246
O -4.437 -0.567 -1.006
C -4.745 0.704 -0.445
C -5.280 0.583 0.961
C -3.821 -2.025 -2.778
H -5.466 1.263 -1.044
H -3.842 1.322 -0.398
H -4.745 -0.092 1.631
H -6.304 0.202 0.990
H -5.298 1.598 1.359
H -3.156 -2.041 -3.631
H -4.764 -2.556 -2.894
H -3.303 -2.574 -1.980
O 2.695 0.231 9.158
C 2.330 0.707 8.112
O 1.188 0.376 7.506
C 0.541 -0.812 7.953
C -0.666 -1.063 7.053
C 3.056 1.815 7.391
H 0.255 -0.696 9.001
H 1.212 -1.673 8.011
H -0.307 -0.964 6.030
H -1.442 -0.346 7.321
H -1.081 -2.043 7.285
H 3.948 2.122 7.925
H 2.387 2.661 7.243
H 3.355 1.453 6.406
C -3.419 3.537 -3.216
C -4.234 4.250 -2.139
C -3.399 4.625 -0.920
C -2.427 3.615 -0.471
N -1.614 2.866 -0.160
H -2.621 4.190 -3.590
H -3.982 3.198 -4.084
H -2.880 2.656 -2.862
H -5.104 3.653 -1.857
H -4.671 5.142 -2.590
H -4.114 4.862 -0.131
H -2.805 5.512 -1.151
C -2.818 2.903 3.191
C -2.977 1.622 4.025
C -3.523 1.746 5.426
C -4.889 2.324 5.467
N -5.952 2.758 5.488
H -3.814 3.256 2.903
H -2.247 2.769 2.275
H -2.401 3.723 3.781
H -1.967 1.197 4.050
H -3.537 0.888 3.440
H -2.884 2.315 6.101
H -3.608 0.740 5.844
C 3.681 0.904 -3.822
C 3.430 1.973 -4.898
C 3.995 1.600 -6.246
C 3.721 0.279 -6.733
N 3.500 -0.804 -7.042
H 4.739 0.927 -3.549
H 3.308 -0.085 -4.085
H 3.147 1.154 -2.901
H 3.787 2.930 -4.521
H 2.348 2.102 -4.999
H 5.094 1.614 -6.219
H 3.717 2.296 -7.043
C 2.418 -0.951 4.862
C 3.907 -0.730 4.599
C 4.682 -1.994 4.170
C 4.006 -2.672 3.062
N 3.475 -3.133 2.155
H 1.826 -1.493 4.118
H 1.940 0.028 4.948
H 2.201 -1.489 5.787
H 4.357 -0.379 5.529
H 4.062 0.054 3.858
H 4.799 -2.692 5.001
H 5.700 -1.728 3.884
C -3.921 -1.612 4.146
C -3.481 -2.436 5.330
O -3.735 -1.586 6.428
C -4.141 -0.388 6.058
O -4.389 0.533 6.770
O -4.212 -0.330 4.691
H -4.853 -1.939 3.677
H -3.132 -1.622 3.393
H -2.404 -2.625 5.289
H -3.915 -3.426 5.470
C 1.289 -2.908 -5.528
C 0.709 -4.324 -5.586
O 1.307 -4.901 -4.421
C 1.658 -3.924 -3.558
O 1.806 -4.141 -2.393
O 1.607 -2.732 -4.155
H 0.628 -2.144 -5.935
H 2.174 -2.853 -6.163
H 1.106 -4.789 -6.487
H -0.379 -4.322 -5.620
C 4.326 -1.880 -1.617
C 5.719 -1.271 -1.462
O 5.626 -0.634 -0.173
C 4.338 -0.499 0.157
O 3.929 -0.032 1.174
O 3.539 -1.085 -0.753
H 4.497 -2.948 -1.451
H 3.859 -1.843 -2.601
H 5.877 -0.422 -2.132
H 6.491 -2.013 -1.635
C 1.227 -5.507 5.530
C 0.681 -6.270 4.310
O -0.174 -5.316 3.686
C -0.030 -4.114 4.254
O -0.481 -3.112 3.773
O 0.669 -4.190 5.389
H 2.300 -5.348 5.458
H 0.879 -5.990 6.439
H 0.123 -7.149 4.627
H 1.490 -6.615 3.668
C 0.126 5.338 4.380
C 0.805 5.559 5.739
O 2.013 4.786 5.592
C 1.937 3.998 4.511
O 2.712 3.142 4.215
O 0.843 4.258 3.805
H 0.210 6.228 3.762
H -0.909 5.036 4.536
H 0.307 5.255 6.657
H 1.067 6.611 5.838
```

***

Here is 2 unconnected molecules or ions with the total composition C6H7F3N4S from the Open Molecules 2025 dataset. Energies are from ωB97M-V/def2-TZVPD.

E_LUMO: 0.5 eV
SMILES: FC(F)(F)C1=CC1.Nc1n[nH]c(S)n1
HOMO energy: -0.3200 Eh

The geometry in XYZ format:
```
21
C6H7F3N4S (ωB97M-V/def2-TZVPD)
F -3.491 -1.065 -1.085
C -2.183 -0.732 -1.015
F -2.177 0.581 -1.042
F -1.656 -1.171 -2.201
C -1.476 -1.338 0.115
C -0.259 -1.691 0.449
C -1.352 -1.598 1.565
H 0.503 -2.195 -0.072
H -1.601 -2.525 1.985
H -1.196 -0.732 2.273
N 1.492 -0.606 -1.448
C 1.420 0.583 -0.752
N 1.148 1.727 -1.287
N 1.253 2.561 -0.251
C 1.502 1.864 0.900
S 1.277 2.509 2.473
N 1.616 0.602 0.570
H 1.213 -0.444 -2.372
H 2.325 -1.087 -1.309
H 0.819 3.493 -0.405
H 0.823 1.261 2.911
```

***

Here is a single C3H6N2O molecule from the Open Molecules 2025 dataset. Energies are from ωB97M-V/def2-TZVPD.

E_LUMO (spin up / spin down): 0.6 / 0.3 eV
HOMO energy (spin up / spin down): -0.3051 / -0.3072 Eh
Energy relative to the best compared isomer or geometry (same formula, charge and spin): 7.5406 eV

The geometry in XYZ format:
```
12
C3H6N2O (ωB97M-V/def2-TZVPD)
C 1.559 -0.348 0.070
C 0.817 -1.400 -0.034
C 0.819 1.059 -0.181
N -1.100 -0.152 -0.564
N -2.204 -0.531 0.186
O -0.485 0.934 0.192
H 2.644 -0.072 0.089
H 0.965 -2.420 0.221
H 1.335 1.575 0.586
H 0.870 1.504 -1.121
H -2.196 0.159 0.930
H -3.022 -0.309 -0.374
```

***

Strongest force on any atom for every record listed, in sequence, given in eV/Å: 10.62 3.59 3.26.
Energy for every record listed, in sequence, given in Ha: -4813.04914 -1149.53391 -302.41599.